ORCA calculation (ωB97M-V/def2-TZVPD) on C5H12O in the gas phase.

Summary:
- SMILES: COC(C)(C)C

Atoms and positions in Å:
C 2.08937 0.47372 -0.27168
O 1.15723 -0.52518 0.14088
C -0.25110 -0.23599 0.12278
C -0.56681 0.41223 -1.22004
C -1.02014 -1.56447 0.21254
C -0.65553 0.63344 1.31987
H 2.54726 0.98808 0.58522
H 1.70156 1.26596 -0.92373
H 2.86596 -0.03648 -0.85357
H -0.32057 -0.30776 -2.00983
H -1.60388 0.73919 -1.30843
H 0.06407 1.28964 -1.35701
H -0.70749 -2.26768 -0.56604
H -0.92172 -2.05598 1.18804
H -2.08708 -1.35072 0.06298
H -0.51110 0.08137 2.25640
H -0.06309 1.55321 1.36701
H -1.71694 0.90738 1.25462

=====

ORCA calculation (ωB97M-V/def2-TZVPD) on a molecular structure, C43H38N4P2Ti.

Summary:
- Net charge: +4

Atoms and positions in Å:
Ti -0.41755 -0.56954 0.39715
C 1.41008 1.98430 1.51307
N 0.80344 1.21165 0.38786
P 1.76870 -0.03260 -0.47403
C 3.39331 0.04783 0.23145
C 4.15652 1.20943 0.04365
C 5.44599 1.25449 0.54243
C 5.97401 0.15707 1.21701
C 5.21765 -0.99280 1.40249
C 3.92229 -1.05299 0.91273
C 1.73874 0.00197 -2.24693
C 2.85960 0.40523 -2.98304
C 2.85919 0.26798 -4.36176
C 1.76292 -0.29020 -5.00594
C 0.64995 -0.70711 -4.27903
C 0.63427 -0.56594 -2.90587
P -0.56925 1.73848 -0.55792
C -0.04648 2.66680 -1.98000
C 0.81636 3.74719 -1.75559
C 1.19907 4.53327 -2.82890
C 0.71054 4.25766 -4.10246
C -0.16556 3.20019 -4.31355
C -0.54647 2.39324 -3.25300
C -1.59024 2.74962 0.49500
C -2.20922 3.87177 -0.06419
C -3.11223 4.60394 0.69568
C -3.40293 4.22027 1.99595
C -2.79733 3.09452 2.55457
C -1.90262 2.35478 1.80557
H 2.06895 2.75395 1.11670
H 1.98997 1.32167 2.15092
H 0.61649 2.45203 2.08875
H 3.75352 2.06378 -0.48858
H 6.04530 2.14402 0.40134
H 6.98598 0.19971 1.59745
H 5.64067 -1.84244 1.92079
H 3.34547 -1.95932 1.04947
H 3.73614 0.79995 -2.48939
H 3.72509 0.57778 -4.93100
H 1.77552 -0.41525 -6.08092
H -0.19582 -1.14631 -4.79101
H -0.26117 -0.88032 -2.36887
H 1.15946 3.99733 -0.75861
H 1.86077 5.37417 -2.67049
H 1.00475 4.88404 -4.93426
H -0.55847 3.01037 -5.30327
H -1.23537 1.57481 -3.41657
H -1.98279 4.17867 -1.07662
H -3.58216 5.48090 0.27143
H -4.09932 4.80013 2.58704
H -3.01919 2.81510 3.57570
H -1.41344 1.49949 2.26276
C -4.70381 -0.70953 -0.69951
C -3.45219 -0.26001 -0.28684
N -2.38027 -1.05923 -0.24399
C -2.52911 -2.36472 -0.62737
C -3.74206 -2.88650 -1.07800
C -4.85214 -2.01739 -1.09982
C -3.81079 -4.26403 -1.47811
C -2.71238 -5.05000 -1.43104
C -1.45026 -4.52211 -0.99225
C -0.26816 -5.28778 -0.94617
C 0.90693 -4.69929 -0.54099
C 0.90603 -3.35299 -0.18919
N -0.19436 -2.59649 -0.20379
C -1.36510 -3.18512 -0.60058
H -5.53888 -0.02316 -0.70800
H -3.31647 0.76830 0.02554
H -5.81470 -2.38500 -1.43558
H -4.75834 -4.66236 -1.81683
H -2.76479 -6.08876 -1.73002
H -0.29033 -6.33141 -1.23704
H 1.83043 -5.25977 -0.50325
H 1.82758 -2.87515 0.11228
C -0.47211 -1.88299 6.58765
C -0.52400 -1.55976 5.13750
C 0.64941 -1.48872 4.36688
C 0.56776 -1.19489 3.03286
N -0.61117 -0.93879 2.41048
C -1.75007 -1.01647 3.13751
C -1.73543 -1.32088 4.47588
H -0.04075 -2.87684 6.73397
H -1.45374 -1.85712 7.05241
H 0.18761 -1.18446 7.10752
H 1.61526 -1.67162 4.81928
H 1.46845 -1.14233 2.42129
H -2.67962 -0.82300 2.61646
H -2.67156 -1.37437 5.01571

=====

ORCA calculation (ωB97M-V/def2-TZVPD) on C3H7N5 in the gas phase at a distorted geometry.

Summary:
- SMILES: [H]/N=C/N(/C=N/[H])/C(N)=N/[H]

Atoms and positions in Å:
C 1.28440 -0.08856 0.07254
C -0.77766 1.17894 0.35245
C -0.68712 -1.29848 -0.13603
H 2.85206 1.16013 -0.35692
H 1.30648 1.86600 -0.76111
H 2.87484 -1.09292 -0.02183
H -0.17725 1.85705 0.94607
H -2.33736 2.36840 0.07670
H 0.12508 -2.06492 -0.30539
H -2.23236 -2.39825 -0.13519
N 1.88001 1.15573 -0.20455
N 1.90463 -1.20714 0.16683
N -0.08400 -0.06380 0.10776
N -1.91817 1.45289 -0.19119
N -1.97236 -1.40152 -0.04687

=====

So what do the calculations give for HOMO? Going down the list: -9.64 -19.15 -9.09 eV.
So what do the calculations give for energy above the lowest of the compared OMol25 structures with the same formula, charge and spin? Going down the list: 70.9 0.0 100.2 kJ/mol.